Formula: C24H67NO14S2
Source: the OMol25 dataset
Level of theory: ωB97M-V with the def2-TZVPD basis set

The calculation puts the HOMO energy (alpha / beta) at -0.44729 / -0.44729 Ha. The LUMO energy (alpha / beta) comes out at -2.6 / -9.6 eV.

Geometry as ORCA input:
```
! wB97M-V def2-TZVPD RIJCOSX def2/J DEFGRID3
* xyz 1 2
C -6.083 -0.433 -0.442
C -5.555 -0.607 0.976
O -4.144 -0.463 1.248
H -5.522 -1.057 -1.138
H -5.906 0.606 -0.722
H -7.142 -0.690 -0.480
H -5.724 -1.639 1.284
H -6.130 -0.011 1.685
H -3.881 0.398 0.913
C -2.449 3.417 -1.256
C -3.827 3.405 -0.563
O -3.734 2.376 0.383
H -1.597 3.472 -0.579
H -2.378 4.198 -2.013
H -2.172 2.549 -1.855
H -4.532 3.018 -1.298
H -4.129 4.367 -0.149
H -3.075 2.718 0.993
C -3.556 -4.273 2.437
C -2.320 -3.876 1.521
O -2.295 -2.456 1.823
H -3.815 -5.330 2.378
H -4.421 -3.679 2.138
H -3.377 -3.973 3.470
H -2.565 -4.033 0.471
H -1.462 -4.425 1.910
H -3.127 -2.042 1.583
C 0.277 0.362 -5.476
C -0.272 1.073 -4.177
O 0.146 2.482 -4.210
H -0.106 -0.658 -5.511
H 1.363 0.348 -5.571
H -0.144 0.849 -6.355
H 0.097 0.637 -3.249
H -1.356 1.075 -4.063
H 1.077 2.495 -4.446
C -2.403 4.533 2.811
C -1.026 3.844 2.864
O -1.029 2.743 2.016
H -3.266 3.893 2.994
H -2.537 4.970 1.821
H -2.448 5.297 3.587
H -0.873 3.495 3.885
H -0.305 4.604 2.562
H -0.163 2.341 2.115
C 2.591 -1.942 2.797
C 1.116 -2.375 2.484
O 0.151 -1.381 2.759
H 3.102 -1.148 2.253
H 3.265 -2.782 2.630
H 2.683 -1.723 3.861
H 0.774 -3.287 2.973
H 0.905 -2.583 1.435
H -0.745 -1.690 2.604
C -1.081 -2.963 -2.571
C -2.470 -2.335 -2.536
O -2.342 -1.008 -2.902
H -0.612 -2.693 -3.518
H -1.162 -4.046 -2.471
H -0.458 -2.568 -1.769
H -2.927 -2.391 -1.548
H -3.072 -2.812 -3.310
H -3.225 -0.647 -3.008
C 2.478 3.087 3.970
C 1.995 1.600 3.786
O 1.101 1.446 2.743
H 1.780 3.826 4.362
H 3.024 3.499 3.121
H 3.250 3.146 4.737
H 1.578 1.168 4.696
H 2.887 1.015 3.565
H 0.995 0.494 2.682
C -1.184 -0.285 -0.150
C 0.263 -0.400 -0.312
N 1.366 -0.451 -0.479
H -1.764 -1.199 -0.275
H -1.543 0.471 -0.849
H -1.344 0.099 0.858
O 4.137 -4.029 -3.327
S 2.705 -3.717 -3.225
O 1.662 -4.421 -3.953
O 2.333 -3.736 -1.616
C 3.377 -3.861 -0.689
C 4.232 -2.630 -0.499
C 2.442 -1.924 -3.594
H 4.022 -4.730 -0.822
H 2.910 -4.057 0.276
H 3.629 -1.766 -0.219
H 4.819 -2.431 -1.395
H 4.958 -2.793 0.297
H 3.045 -1.487 -2.799
H 1.422 -1.582 -3.414
H 2.854 -1.673 -4.571
O 3.633 4.928 -0.671
S 3.606 3.493 -0.824
O 4.245 2.834 -1.933
O 4.126 2.771 0.616
C 4.330 1.340 0.601
C 5.652 0.964 1.269
C 1.849 2.855 -0.810
H 4.354 0.936 -0.411
H 3.480 0.769 0.972
H 5.595 0.909 2.356
H 6.380 1.647 0.830
H 6.105 0.027 0.947
H 1.522 2.886 0.229
H 1.800 1.825 -1.163
H 1.286 3.586 -1.391
*
```

Results of the Mulliken charge analysis, in e, for atoms 1 through 4:
1 C -0.878
2 C -0.271
3 O -0.453
4 H 0.133



Formula: C5H9NO2
Source: the OMol25 dataset
Level of theory: ωB97M-V with the def2-TZVPD basis set

The calculation puts the HOMO energy at -0.32539 Ha. Its SMILES is CNOC1=C[C@H]1OC. Its energy relative to the best compared isomer or geometry (same formula, charge and spin) is 663.8 kJ/mol. The LUMO energy comes out at 1.0 eV.

Geometry as ORCA input:
```
! wB97M-V def2-TZVPD RIJCOSX def2/J DEFGRID3
* xyz 0 1
C -1.961 -2.039 0.245
C -0.734 -1.701 -0.053
C -1.879 -0.665 -0.326
C 1.958 -0.282 0.551
C -1.542 1.716 -0.044
N 1.448 -1.121 -0.556
O 0.516 -2.089 0.046
O -2.012 0.516 0.413
H -2.530 -2.669 0.930
H -2.027 -0.551 -1.340
H 0.952 0.128 0.889
H 2.539 -0.845 1.206
H 2.479 0.545 0.198
H -2.203 2.573 0.273
H -1.753 1.775 -1.192
H -0.570 2.033 0.285
H 2.102 -1.565 -1.038
*
```

Results of the Mulliken charge analysis, in e, for atoms 1 through 4:
1 C -0.681
2 C 0.450
3 C -0.131
4 C -0.570



Formula: CH5NO3Si
Source: the OMol25 dataset
Level of theory: ωB97M-V with the def2-TZVPD basis set

The calculation puts the HOMO energy at -0.29411 Ha. Its SMILES is [O-]/[N+](=C\O)O[SiH3]. Its energy relative to the best compared isomer or geometry (same formula, charge and spin) is 318.3 kJ/mol. The LUMO energy comes out at -0.3 eV.

Geometry as ORCA input:
```
! wB97M-V def2-TZVPD RIJCOSX def2/J DEFGRID3
* xyz 0 1
C -1.889 0.085 -0.537
N -0.705 -0.128 0.036
O 0.638 0.070 -0.491
O -0.825 -0.580 1.271
O -2.983 0.074 0.173
Si 2.509 -0.037 0.102
H -2.003 0.598 -1.463
H -2.718 -0.138 1.143
H 2.738 0.191 -1.299
H 2.466 1.260 0.777
H 2.771 -1.395 0.288
*
```

Results of the Mulliken charge analysis, in e, for atoms 1 through 4:
1 C -0.075
2 N 0.699
3 O -0.440
4 O -0.823



Formula: CH3ClO3S
Source: the OMol25 dataset
Level of theory: ωB97M-V with the def2-TZVPD basis set

The calculation puts the HOMO energy at -0.41287 Ha. Its SMILES is COS(=O)(=O)Cl. Its energy relative to the best compared isomer or geometry (same formula, charge and spin) is 76.5 kJ/mol. The LUMO energy comes out at 0.2 eV.

Geometry as ORCA input:
```
! wB97M-V def2-TZVPD RIJCOSX def2/J DEFGRID3
* xyz 0 1
C 0.916 0.406 -0.883
O -0.890 0.937 1.288
O -2.398 -1.000 0.538
O -0.307 -0.413 -0.794
S -0.979 -0.296 0.655
Cl 0.130 -1.536 1.760
H 1.564 0.305 -1.748
H 1.433 0.183 0.018
H 0.531 1.413 -0.834
*
```

Results of the Mulliken charge analysis, in e, for atoms 1 through 4:
1 C -0.580
2 O -0.430
3 O -0.525
4 O -0.206



Formula: C4H9N3
Source: the OMol25 dataset
Level of theory: ωB97M-V with the def2-TZVPD basis set

The calculation puts the HOMO energy at -0.31273 Ha. Its energy relative to the best compared isomer or geometry (same formula, charge and spin) is 596.4 kJ/mol. The LUMO energy comes out at 0.6 eV.

Geometry as ORCA input:
```
! wB97M-V def2-TZVPD RIJCOSX def2/J DEFGRID3
* xyz 0 1
C -1.280 -0.862 -0.875
C -0.927 0.733 0.740
C -0.040 1.430 -0.012
C 1.054 0.706 -0.547
H -0.626 -1.767 -0.837
H -2.199 -1.246 -1.245
H -0.847 -0.083 -1.630
H -1.508 1.169 1.577
H -0.120 2.504 -0.015
H 1.891 1.088 -1.182
H 2.389 -0.943 -0.369
H -0.242 -0.587 1.336
H 1.585 -0.199 1.679
N -1.532 -0.395 0.552
N 1.379 -0.526 -0.280
N 1.020 -1.022 1.108
*
```

Results of the Mulliken charge analysis, in e, for atoms 1 through 4:
1 C -0.679
2 C -0.288
3 C -0.502
4 C -0.421